Record 1
Below is a 2-piece molecular cluster, C9H23BNO5P overall at a distorted geometry, with properties calculated with ωB97M-V/def2-TZVPD.

Geometry as XYZ:
```
40
Properties=species:S:1:pos:R:3:forces:R:3
C 3.8193 -0.0060 -0.9076 1.119 -0.104 0.429
C 4.3759 0.0571 -2.3982 0.730 -1.167 0.272
O 3.3967 0.4317 -3.3947 -0.544 1.480 1.385
B 2.5051 1.4591 -2.9345 1.513 1.015 -0.360
O 2.8980 2.8242 -2.7117 -0.094 -2.192 -0.970
P 0.6553 0.9045 -2.5882 0.794 -0.513 0.241
N -1.0052 0.2140 -2.2437 -0.238 -1.341 0.939
C -1.8121 1.1986 -1.4631 -0.902 -0.474 -0.128
C -0.7207 -0.9964 -1.4629 0.700 0.091 2.587
C -0.7890 -2.4557 -2.0632 0.153 0.726 -0.532
O -0.3605 -0.8906 -0.2616 -0.851 -0.462 -3.296
H 4.5587 -0.6589 -0.3231 -0.988 0.872 -0.769
H 3.8425 1.0038 -0.3709 -0.376 -1.297 -0.907
H 2.8151 -0.5285 -0.8093 1.116 0.828 -0.330
H 4.7032 -1.0080 -2.6624 -0.497 1.479 0.207
H 5.3132 0.7007 -2.5048 -1.272 -0.624 0.412
H 3.7145 3.0340 -3.2043 -0.289 -0.138 0.495
H 0.6886 1.4686 -1.2475 -0.125 -0.013 -0.575
H 0.1536 1.6538 -3.7019 -0.282 -0.119 0.433
H 1.1062 -0.4761 -2.6901 -0.165 0.549 -0.246
H -1.3589 1.4425 -0.4478 -0.555 -0.013 -1.307
H -1.9642 2.1049 -2.1249 0.361 -0.857 0.949
H -2.8497 0.7427 -1.3151 1.342 0.739 0.012
H 0.2150 -2.9762 -1.9898 -1.056 0.827 0.121
H -1.5190 -3.0546 -1.4367 0.729 0.782 -0.889
H -1.0625 -2.4098 -3.1585 0.025 -0.197 1.317
C -1.6852 -0.7480 5.1871 0.234 0.060 -0.049
C -3.0338 -0.6298 4.5084 0.174 -0.136 0.091
O -3.1631 0.6228 3.8272 -0.577 0.253 0.256
C -2.7419 0.8457 2.5689 0.374 0.246 -0.493
C -1.8170 -0.1471 1.9207 -0.597 -0.319 0.044
O -3.0472 1.8686 2.0026 -0.071 -0.389 0.546
H -0.8682 -0.7266 4.4631 -0.067 -0.100 0.003
H -1.6181 -1.6786 5.7557 -0.030 0.058 -0.032
H -1.5270 0.0918 5.8678 -0.109 -0.084 -0.002
H -3.2394 -1.4675 3.8367 0.104 0.106 -0.039
H -3.8199 -0.6474 5.2674 -0.006 0.223 -0.179
H -0.7841 0.1424 2.1179 -0.066 -0.060 -0.080
H -1.9928 -0.1320 0.8503 0.092 0.233 0.288
H -1.9817 -1.1740 2.2425 0.195 0.032 0.154
```
Positions in Å, forces in eV/Å.

Its HOMO energy is -8.456 eV. As for the orbital gap: 8.860 eV. For the LUMO energy, the calculation gives 0.404 eV. Its structure (SMILES) is CCOB(O)[PH3]N(C)C(C)=O.CCOC(C)=O. The value obtained for the energy relative to the best compared isomer or geometry (same formula, charge and spin) is 0.0 kcal/mol. Its molar mass is 267.07 g/mol.

For reference, the Mulliken charges in units of e are: atom 1 (C): -0.81, atom 2 (C): -0.28, atom 3 (O): -0.47, atom 4 (B): 0.72, atom 5 (O): -0.52, atom 6 (P): 0.06, atom 7 (N): -0.19, atom 8 (C): -0.86, atom 9 (C): 0.57, atom 10 (C): -1.22, atom 11 (O): -0.51, atom 12 (H): 0.35, atom 13 (H): 0.24, atom 14 (H): 0.18, atom 15 (H): 0.27, atom 16 (H): 0.26, atom 17 (H): 0.30, atom 18 (H): 0.05, atom 19 (H): -0.02, atom 20 (H): 0.00, atom 21 (H): 0.43, atom 22 (H): 0.32, atom 23 (H): 0.25, atom 24 (H): 0.28, atom 25 (H): 0.35, atom 26 (H): 0.32, atom 27 (C): -0.93, atom 28 (C): -0.34, atom 29 (O): -0.37, atom 30 (C): 0.57, atom 31 (C): -0.25, atom 32 (O): -0.57, atom 33 (H): 0.27, atom 34 (H): 0.34, atom 35 (H): 0.29, atom 36 (H): 0.35, atom 37 (H): 0.31, atom 38 (H): 0.29, atom 39 (H): -0.33, atom 40 (H): 0.32

Record 2
Below is a 2-piece molecular cluster, CH9N3 overall at a distorted geometry, with properties calculated with ωB97M-V/def2-TZVPD.

Geometry as XYZ:
```
13
Properties=species:S:1:pos:R:3:forces:R:3
N -2.3272 -0.1791 0.3284 -0.401 0.706 0.587
C -1.0148 0.1951 -0.1612 1.298 -1.314 -0.543
N -0.3655 1.4667 0.0723 -0.198 -0.559 -0.440
H -2.3618 -0.5720 1.2687 0.383 0.231 -0.259
H -2.9046 0.6568 0.3460 -0.222 -0.213 -0.065
H -0.2861 -0.5673 0.1348 -0.315 -0.129 0.320
H -1.0355 0.0403 -1.2436 -0.116 0.424 -0.069
H -0.8348 2.2046 -0.3947 -0.343 0.809 -0.266
H -0.1596 1.7149 1.0132 -0.072 -0.005 0.738
N 2.7081 -1.4275 -0.4048 0.017 -0.470 -0.180
H 2.0498 -0.6655 -0.3787 0.108 0.198 0.101
H 3.4333 -1.2483 -1.0915 -0.128 0.062 0.343
H 3.0986 -1.6188 0.5112 -0.011 0.262 -0.267
```
Positions in Å, forces in eV/Å.

Its HOMO energy is -9.199 eV. As for the orbital gap: 10.254 eV. For the LUMO energy, the calculation gives 1.054 eV. Its structure (SMILES) is NCN.N. The value obtained for the energy relative to the best compared isomer or geometry (same formula, charge and spin) is 5.3 kcal/mol. Its molar mass is 63.10 g/mol.

For reference, the Mulliken charges in units of e are: atom 1 (N): -0.54, atom 2 (C): -0.47, atom 3 (N): -0.51, atom 4 (H): 0.24, atom 5 (H): 0.22, atom 6 (H): 0.30, atom 7 (H): 0.35, atom 8 (H): 0.22, atom 9 (H): 0.20, atom 10 (N): -0.63, atom 11 (H): 0.23, atom 12 (H): 0.21, atom 13 (H): 0.20

Record 3
Below is a 7-piece molecular cluster, C42H41ClF6N2OSSi overall at a distorted geometry, with properties calculated with ωB97M-V/def2-TZVPD.

Geometry as XYZ:
```
95
Properties=species:S:1:pos:R:3:forces:R:3
Cl -5.7634 1.5634 -5.2858 0.332 -0.888 1.032
Si -4.2078 0.5182 -4.2542 1.171 0.554 0.562
C -3.8856 1.1015 -2.4486 -0.728 1.297 1.492
C -4.8447 0.4174 -1.3096 0.468 0.299 1.185
C -4.8517 -1.2210 -1.2927 -0.924 -0.548 0.598
C -4.5810 -1.8577 0.2179 -0.805 1.550 -0.279
S -2.7792 -2.4627 0.4152 0.116 2.542 0.722
C -1.8715 -0.8551 0.9035 0.829 1.398 -1.318
N -0.9774 -0.0276 0.0068 -4.181 -1.650 7.540
N -0.6397 1.0351 0.8712 -2.636 -1.349 4.734
C -1.2793 0.8879 2.2353 0.919 -1.490 -5.063
O -2.0922 -0.3500 2.2770 3.425 2.549 -4.583
H -4.3539 -0.9371 -4.2289 -0.644 -0.175 -0.203
H -2.9509 0.7775 -5.0016 -0.687 -0.268 0.063
H -2.7687 0.9868 -2.0874 -2.123 0.028 -1.065
H -4.1133 2.2700 -2.4239 0.576 -2.330 0.003
H -4.3990 0.7575 -0.2556 -0.936 -0.623 -2.196
H -5.9549 0.8515 -1.3148 2.426 -1.054 -0.260
H -4.0747 -1.7339 -2.0012 -1.574 1.207 1.159
H -5.9573 -1.5606 -1.5751 2.475 0.533 0.338
H -4.7523 -0.9973 1.0130 0.294 -1.982 -1.502
H -5.3272 -2.7364 0.4198 1.831 1.500 -0.261
H -1.2020 1.6301 3.1377 -0.253 -1.859 -2.029
F 0.5058 0.7111 -4.3421 -0.201 -0.024 -0.181
C 1.5163 0.8413 -3.4723 0.910 0.114 0.794
C 1.3262 0.4786 -2.1434 -0.120 -0.070 -0.134
C 2.3796 0.6091 -1.2385 0.180 0.170 -0.515
C 3.6094 1.1117 -1.6708 -0.015 0.040 0.063
C 3.7888 1.4777 -3.0056 -0.358 -0.162 0.208
C 2.7387 1.3366 -3.9125 -0.056 0.011 -0.082
H 0.3615 0.0979 -1.8241 0.177 0.066 -0.088
H 2.2435 0.3210 -0.1990 -0.097 0.073 -0.214
H 4.4293 1.2175 -0.9637 -0.256 -0.015 -0.277
H 4.7455 1.8725 -3.3389 -0.182 -0.081 0.028
H 2.8635 1.6079 -4.9556 -0.053 -0.024 0.082
F -3.9241 -4.9572 -0.4841 -0.145 0.288 -0.116
C -3.7325 -6.2587 -0.2315 0.204 -1.284 0.260
C -2.4410 -6.7741 -0.2385 0.009 0.101 -0.012
C -2.2405 -8.1282 0.0294 -0.485 0.062 0.018
C -3.3360 -8.9549 0.2908 0.036 0.059 -0.015
C -4.6288 -8.4292 0.2905 0.390 0.163 -0.058
C -4.8279 -7.0729 0.0336 -0.006 0.109 -0.025
H -1.6030 -6.1186 -0.4518 -0.109 -0.023 0.028
H -1.2340 -8.5393 0.0341 -0.179 0.118 -0.021
H -3.1795 -10.0119 0.4953 -0.037 0.209 -0.040
H -5.4803 -9.0754 0.4902 0.142 0.159 -0.030
H -5.8253 -6.6459 0.0382 0.104 -0.009 -0.026
F -2.0090 2.4815 -5.5007 0.340 0.428 0.098
C -2.2037 2.9774 -6.7298 -0.139 0.488 -1.135
C -3.4974 3.0789 -7.2296 0.006 0.032 0.058
C -3.7010 3.6000 -8.5073 0.546 0.008 0.053
C -2.6067 4.0042 -9.2759 -0.056 -0.020 0.027
C -1.3116 3.8936 -8.7673 -0.386 -0.090 0.165
C -1.1093 3.3829 -7.4855 0.051 -0.049 0.071
H -4.3345 2.7522 -6.6214 0.329 0.185 -0.228
H -4.7091 3.6908 -8.9042 0.164 -0.045 0.106
H -2.7656 4.4064 -10.2742 0.042 -0.074 0.185
H -0.4611 4.2050 -9.3690 -0.137 -0.055 0.147
H -0.1101 3.2983 -7.0711 -0.109 -0.030 0.001
F 5.8453 0.4338 0.4616 0.184 -0.153 -0.087
C 5.5289 0.9685 1.6485 -0.253 0.442 1.034
C 6.4700 1.7359 2.3259 0.032 0.001 -0.063
C 6.1393 2.2971 3.5593 -0.380 -0.249 -0.148
C 4.8733 2.0753 4.1070 0.089 -0.045 -0.009
C 3.9373 1.2994 3.4216 0.424 0.139 -0.112
C 4.2645 0.7477 2.1833 0.033 -0.014 -0.101
H 7.4511 1.8904 1.8889 -0.115 -0.033 0.002
H 6.8653 2.9050 4.0933 -0.107 -0.134 -0.121
H 4.6173 2.5095 5.0711 0.037 -0.102 -0.174
H 2.9540 1.1248 3.8518 0.145 0.062 -0.097
H 3.5460 0.1495 1.6328 0.103 0.023 0.035
F 1.7052 2.8142 5.6567 0.035 -0.395 0.103
C 1.5907 4.0891 5.2615 -0.111 1.276 -0.399
C 2.3433 4.5414 4.1832 0.013 -0.087 -0.031
C 2.2206 5.8674 3.7682 -0.310 -0.020 0.397
C 1.3539 6.7300 4.4438 0.042 -0.051 -0.020
C 0.6066 6.2679 5.5282 0.273 -0.175 -0.272
C 0.7212 4.9391 5.9358 0.000 -0.105 0.046
H 3.0175 3.8591 3.6759 -0.125 0.091 0.052
H 2.7987 6.2288 2.9214 -0.087 -0.114 0.158
H 1.2618 7.7654 4.1226 0.012 -0.204 0.068
H -0.0643 6.9422 6.0551 0.109 -0.163 -0.085
H 0.1411 4.5608 6.7711 0.084 0.004 -0.064
F 3.9141 -6.1769 5.4563 0.016 -0.203 0.063
C 3.7996 -4.9020 5.0612 -0.095 1.037 -0.320
C 4.5522 -4.4497 3.9829 0.011 -0.058 0.001
C 4.4295 -3.1236 3.5678 -0.297 -0.031 0.379
C 3.5627 -2.2610 4.2435 -0.008 -0.041 -0.025
C 2.8155 -2.7232 5.3279 0.286 -0.208 -0.277
C 2.9301 -4.0520 5.7355 0.004 -0.069 0.041
H 5.2264 -5.1319 3.4755 -0.089 0.032 0.073
H 5.0076 -2.7623 2.7210 -0.077 -0.081 0.150
H 3.4707 -1.2257 3.9222 0.052 -0.285 0.100
H 2.1446 -2.0489 5.8547 0.104 -0.153 -0.080
H 2.3500 -4.4302 6.5707 0.087 -0.005 -0.077
```
Positions in Å, forces in eV/Å.

Its HOMO energy is -8.795 eV. As for the orbital gap: 8.460 eV. For the LUMO energy, the calculation gives -0.335 eV. Its structure (SMILES) is Cl[SiH2]CCCCSc1nnco1.Fc1ccccc1.Fc1ccccc1.Fc1ccccc1.Fc1ccccc1.Fc1ccccc1.Fc1ccccc1. Its molar mass is 799.40 g/mol.

For reference, the Mulliken charges in units of e are: atom 1 (Cl): -0.36, atom 2 (Si): 0.72, atom 3 (C): -0.45, atom 4 (C): -0.61, atom 5 (C): -0.40, atom 6 (C): -0.68, atom 7 (S): 0.05, atom 8 (C): -0.14, atom 9 (N): 0.13, atom 10 (N): -0.37, atom 11 (C): 0.00, atom 12 (O): -0.23, atom 13 (H): -0.17, atom 14 (H): -0.17, atom 15 (H): 0.10, atom 16 (H): 0.31, atom 17 (H): 0.26, atom 18 (H): 0.32, atom 19 (H): 0.27, atom 20 (H): 0.27, atom 21 (H): 0.41, atom 22 (H): 0.34, atom 23 (H): 0.35, atom 24 (F): -0.28, atom 25 (C): 0.28, atom 26 (C): -0.46, atom 27 (C): -0.21, atom 28 (C): -0.07, atom 29 (C): -0.61, atom 30 (C): -0.41, atom 31 (H): 0.61, atom 32 (H): 0.22, atom 33 (H): 0.19, atom 34 (H): 0.37, atom 35 (H): 0.42, atom 36 (F): -0.19, atom 37 (C): 0.40, atom 38 (C): -0.36, atom 39 (C): -0.40, atom 40 (C): -0.50, atom 41 (C): -0.40, atom 42 (C): -0.42, atom 43 (H): 0.40, atom 44 (H): 0.36, atom 45 (H): 0.35, atom 46 (H): 0.35, atom 47 (H): 0.39, atom 48 (F): -0.22, atom 49 (C): 0.38, atom 50 (C): 0.15, atom 51 (C): -0.53, atom 52 (C): -0.46, atom 53 (C): -0.46, atom 54 (C): -0.33, atom 55 (H): -0.05, atom 56 (H): 0.37, atom 57 (H): 0.35, atom 58 (H): 0.35, atom 59 (H): 0.46, atom 60 (F): -0.37, atom 61 (C): 0.31, atom 62 (C): -0.52, atom 63 (C): -0.49, atom 64 (C): -0.77, atom 65 (C): -0.69, atom 66 (C): 0.05, atom 67 (H): 0.43, atom 68 (H): 0.39, atom 69 (H): 0.51, atom 70 (H): 0.61, atom 71 (H): 0.62, atom 72 (F): -0.26, atom 73 (C): 0.35, atom 74 (C): 0.13, atom 75 (C): -0.62, atom 76 (C): -0.43, atom 77 (C): -0.44, atom 78 (C): -0.47, atom 79 (H): 0.20, atom 80 (H): 0.37, atom 81 (H): 0.36, atom 82 (H): 0.36, atom 83 (H): 0.42, atom 84 (F): -0.31, atom 85 (C): 0.17, atom 86 (C): -0.37, atom 87 (C): -0.42, atom 88 (C): 0.12, atom 89 (C): -0.49, atom 90 (C): -0.34, atom 91 (H): 0.40, atom 92 (H): 0.40, atom 93 (H): 0.04, atom 94 (H): 0.38, atom 95 (H): 0.41

Record 4
Below is one molecule with the formula C2H3NO2S at a distorted geometry, with properties calculated with ωB97M-V/def2-TZVPD.

Geometry as XYZ:
```
9
Properties=species:S:1:pos:R:3:forces:R:3
O 1.3595 -0.8803 1.0826 -1.529 1.139 -0.865
C 0.5064 -0.1613 0.5932 1.347 -0.382 1.062
S 0.9193 1.4291 -0.1493 0.342 -0.339 -0.018
C -0.9814 -0.3270 0.7023 -0.208 -0.147 -1.292
N -1.7062 -0.6751 -0.2812 0.004 -0.213 0.821
O -0.9327 -1.0339 -1.3538 -0.241 -0.521 -0.845
H -0.2142 1.5686 -0.8514 -0.034 -0.031 0.124
H -1.5442 0.0405 1.5201 -0.081 0.228 1.039
H -1.5716 -1.5048 -1.9134 0.401 0.266 -0.026
```
Positions in Å, forces in eV/Å.

Its HOMO energy is -10.106 eV. As for the orbital gap: 10.594 eV. For the LUMO energy, the calculation gives 0.488 eV. Its structure (SMILES) is O=C(S)/C=N\O. The value obtained for the energy relative to the best compared isomer or geometry (same formula, charge and spin) is 65.4 kcal/mol. Its molar mass is 105.12 g/mol.

For reference, the Mulliken charges in units of e are: atom 1 (O): -0.49, atom 2 (C): 0.69, atom 3 (S): -0.20, atom 4 (C): -0.26, atom 5 (N): -0.32, atom 6 (O): -0.35, atom 7 (H): 0.18, atom 8 (H): 0.36, atom 9 (H): 0.39